# 1
{
  "formula": "C41H40N2OP2PdS2",
  "method": "ωB97M-V/def2-TZVPD",
  "charge": 2,
  "orbital_gap_ev": 7.95,
  "energy_ha": -3377.65081,
  "symbols": ["Pd", "S", "S", "P", "P", "O", "N", "N", "C", "C", "C", "C", "C", "C", "C", "C", "C", "C", "C", "C", "C", "C", "C", "C", "C", "C", "C", "C", "C", "C", "C", "C", "C", "C", "C", "C", "C", "C", "C", "C", "C", "C", "C", "C", "C", "C", "C", "C", "C", "H", "H", "H", "H", "H", "H", "H", "H", "H", "H", "H", "H", "H", "H", "H", "H", "H", "H", "H", "H", "H", "H", "H", "H", "H", "H", "H", "H", "H", "H", "H", "H", "H", "H", "H", "H", "H", "H", "H", "H"],
  "coordinates": [[0.230, 0.269, -0.222], [-0.429, 0.514, 2.009], [1.638, 0.010, -2.021], [0.531, 2.545, -0.562], [0.411, -2.055, -0.159], [1.346, -0.465, -3.367], [-2.808, -0.656, 1.437], [-2.031, -0.814, 3.606], [3.982, 3.889, -2.294], [-3.606, -1.881, 1.483], [0.076, -4.091, -2.033], [-0.608, -4.766, 3.389], [0.421, -3.838, 3.503], [1.498, 4.555, 2.821], [-1.861, -0.386, 2.356], [-1.260, -2.110, -2.364], [4.371, -3.164, -0.212], [-1.419, -3.938, -3.908], [4.137, -1.158, -1.518], [-0.392, 4.435, -2.391], [2.782, -1.143, -1.233], [1.562, 3.726, 1.714], [2.205, -2.138, -0.438], [-0.943, -0.803, 4.579], [-2.286, 4.078, -3.828], [-0.474, -4.647, -3.175], [-3.147, 0.240, 0.347], [-1.011, -4.053, 1.127], [3.010, -3.150, 0.065], [-1.321, -4.872, 2.203], [-2.468, 2.811, -3.296], [2.551, 1.545, -2.136], [-3.359, -0.937, 4.214], [-1.814, -2.672, -3.505], [0.026, -3.126, 1.235], [2.169, 2.624, -1.342], [0.371, 5.336, 3.039], [0.497, 3.692, 0.813], [-0.640, 4.466, 1.039], [-1.611, 2.352, -2.306], [-1.250, 4.888, -3.378], [-0.697, 5.288, 2.154], [2.914, 3.797, -1.413], [-0.319, -2.817, -1.623], [0.736, -3.017, 2.432], [-0.574, 3.163, -1.849], [3.557, 1.656, -3.083], [4.932, -2.168, -0.993], [4.281, 2.838, -3.151], [-1.560, -4.156, 0.200], [4.559, 4.803, -2.343], [3.758, 0.843, -3.768], [2.641, 4.646, -0.798], [-3.580, -1.972, 4.471], [-3.601, -2.322, 0.486], [-4.166, 0.611, 0.481], [-2.113, -5.603, 2.108], [-2.480, 1.098, 0.325], [5.994, -2.169, -1.198], [-4.125, -0.553, 3.551], [2.329, 4.595, 3.512], [0.413, 5.070, -2.041], [1.549, -2.303, 2.519], [-3.369, -0.341, 5.127], [-0.843, -5.416, 4.222], [-1.843, -4.375, -4.802], [-1.572, 5.901, 2.325], [0.816, -4.644, -1.465], [-1.113, 5.875, -3.799], [4.588, -0.387, -2.123], [0.326, 5.986, 3.902], [-3.100, -0.292, -0.607], [-0.164, -5.631, -3.497], [0.989, -3.764, 4.420], [-2.540, -2.119, -4.085], [2.575, -3.931, 0.677], [5.078, 2.936, -3.875], [-1.164, -1.545, 5.344], [-0.854, 0.177, 5.052], [2.441, 3.113, 1.549], [-1.465, 4.441, 0.338], [-4.642, -1.692, 1.768], [-0.001, -1.054, 4.103], [-2.951, 4.438, -4.602], [-1.548, -1.108, -2.059], [-3.157, -2.591, 2.171], [-3.272, 2.183, -3.655], [4.992, -3.954, 0.188], [-1.736, 1.358, -1.893]]
}

***

# 2
{
  "formula": "C5H11NO2",
  "method": "ωB97M-V/def2-TZVPD",
  "smiles": "C[C@H]1CCO[C@@H](N)O1",
  "charge": 0,
  "orbital_gap_ev": 10.65,
  "energy_ha": -402.34183,
  "symbols": ["O", "O", "N", "C", "C", "C", "C", "C", "H", "H", "H", "H", "H", "H", "H", "H", "H", "H", "H"],
  "coordinates": [[0.689, -0.663, -0.387], [-1.138, -0.871, 1.028], [-0.440, -2.630, -0.427], [-1.618, 0.222, 0.266], [-0.547, 1.319, 0.176], [1.877, 1.397, -0.569], [0.825, 0.623, 0.204], [-0.050, -1.531, 0.401], [-0.873, -2.290, -1.286], [0.547, -1.930, 1.243], [1.143, 0.491, 1.250], [-0.672, 1.862, -0.756], [2.839, 0.902, -0.486], [-1.106, -3.215, 0.075], [-0.625, 2.015, 1.014], [-2.515, 0.567, 0.780], [1.602, 1.441, -1.618], [-1.896, -0.115, -0.738], [1.957, 2.406, -0.170]]
}

***

# 3
{
  "formula": "C51H60BN12PS4Ti",
  "method": "ωB97M-V/def2-TZVPD",
  "charge": 2,
  "orbital_gap_ev": [5.63, 5.72],
  "energy_ha": -5444.66846,
  "symbols": ["Ti", "S", "S", "S", "S", "P", "N", "N", "N", "N", "N", "N", "N", "N", "N", "N", "N", "N", "C", "C", "C", "C", "C", "C", "C", "C", "C", "C", "C", "C", "C", "C", "C", "C", "C", "C", "C", "C", "C", "C", "C", "C", "C", "C", "C", "C", "C", "C", "C", "C", "C", "C", "C", "C", "C", "C", "C", "C", "C", "C", "C", "C", "C", "C", "C", "C", "C", "C", "C", "B", "H", "H", "H", "H", "H", "H", "H", "H", "H", "H", "H", "H", "H", "H", "H", "H", "H", "H", "H", "H", "H", "H", "H", "H", "H", "H", "H", "H", "H", "H", "H", "H", "H", "H", "H", "H", "H", "H", "H", "H", "H", "H", "H", "H", "H", "H", "H", "H", "H", "H", "H", "H", "H", "H", "H", "H", "H", "H", "H", "H"],
  "coordinates": [[-0.028, 0.267, -0.107], [0.682, -2.035, -0.487], [-1.255, -0.851, 1.751], [-0.164, 2.223, 1.444], [2.306, -0.122, 1.286], [-1.977, -0.973, -1.480], [3.301, -2.475, -3.252], [2.110, -0.319, -1.964], [0.078, -2.983, 2.897], [0.671, -0.985, 3.620], [3.845, 1.727, 2.624], [2.212, -2.550, -2.553], [1.897, 1.268, 3.555], [1.494, 0.619, -1.314], [-2.293, 2.458, 3.150], [-0.641, 1.211, 3.895], [-1.244, 1.891, -1.559], [-2.672, 0.275, -2.424], [2.120, 2.896, -0.714], [-4.136, -1.608, 0.183], [-3.123, 3.320, 2.294], [-4.371, 3.760, 3.056], [1.778, -1.585, -1.764], [0.423, -4.940, 1.484], [-1.078, 1.943, 2.859], [-3.541, -1.831, -1.056], [-1.511, 4.187, -2.233], [5.577, 0.088, 2.301], [3.695, 2.537, 3.718], [-0.914, 3.192, -1.493], [2.244, 2.181, -3.013], [-2.630, 2.014, 4.400], [1.463, -1.913, 4.237], [2.812, 4.439, -2.421], [-2.524, 3.842, -3.126], [-5.353, -2.195, 0.485], [-0.642, -4.126, -3.756], [-0.591, -4.179, 2.341], [-5.416, -3.195, -1.695], [5.367, -1.511, -4.036], [-2.329, 4.574, 1.919], [6.097, -0.939, -1.423], [2.717, 0.975, 2.529], [-1.271, -2.000, -2.826], [-2.251, 1.573, -2.388], [4.850, -1.470, -1.677], [2.670, 3.443, -3.376], [-0.034, -2.100, -4.888], [-0.052, -3.484, -4.833], [5.125, 1.502, 1.924], [6.174, 2.506, 2.401], [-3.537, 2.513, 1.057], [-0.626, -1.359, -3.880], [-0.145, -1.654, 2.781], [4.481, -1.774, -2.990], [6.964, -0.642, -2.466], [-1.245, -3.392, -2.752], [-5.988, -3.000, -0.447], [-4.199, -2.614, -2.003], [2.497, 2.257, 4.283], [-2.896, 2.522, -3.199], [4.956, 1.658, 0.413], [1.935, 1.902, -1.679], [-1.810, -3.826, 1.498], [6.591, -0.926, -3.770], [2.548, 4.156, -1.091], [-1.613, 1.246, 4.853], [-1.046, -5.036, 3.530], [1.099, -3.137, 3.798], [0.692, 0.482, 4.130], [6.568, -0.105, 1.904], [0.764, -4.322, 0.658], [5.091, -1.756, -5.050], [-4.106, 4.312, 3.953], [1.960, 2.668, 0.333], [-0.132, 3.451, -0.794], [-3.680, 2.194, -3.865], [-0.588, -0.274, -3.918], [-1.695, -3.894, -1.908], [-1.503, 0.729, 5.782], [-1.530, -3.260, 0.612], [3.352, -3.181, -3.984], [5.913, 1.502, -0.076], [-4.019, 3.166, 0.334], [-2.672, 2.048, 0.577], [2.673, 4.921, -0.341], [4.887, -0.656, 1.912], [7.273, -0.711, -4.577], [5.628, -0.012, 3.383], [2.891, 3.653, -4.410], [4.181, -1.699, -0.860], [2.212, -1.634, 4.948], [4.251, 0.934, 0.014], [-0.217, -5.551, 4.006], [-3.545, 2.267, 4.887], [0.439, -1.596, -5.719], [-2.539, -3.259, 2.071], [0.844, 0.433, 5.308], [6.400, -0.777, -0.402], [1.482, -4.094, 4.078], [1.287, -5.249, 2.064], [-2.288, -4.747, 1.172], [6.385, 2.397, 3.460], [-1.554, -4.429, 4.276], [-3.450, 0.065, -3.042], [-0.630, -5.204, -3.700], [-1.184, 5.208, -2.126], [-0.046, -5.831, 1.078], [4.614, 2.659, 0.165], [-3.762, -2.779, -2.977], [-2.970, 5.254, 1.364], [4.432, 3.244, 4.029], [7.926, -0.203, -2.259], [-1.992, 5.083, 2.819], [2.038, 2.669, 5.158], [-4.946, 4.424, 2.419], [-1.742, -5.792, 3.182], [5.878, 3.530, 2.189], [0.395, -4.065, -5.625], [-3.643, -0.984, 0.915], [-3.009, 4.586, -3.739], [7.100, 2.315, 1.869], [-1.464, 4.338, 1.308], [2.122, 1.398, -3.747], [-5.007, 2.919, 3.317], [-5.921, -3.806, -2.429], [-6.926, -3.474, -0.198], [3.138, 5.426, -2.708], [-5.805, -2.030, 1.452], [-4.240, 1.730, 1.333]]
}

***

# 4
{
  "formula": "C4H8NS",
  "method": "ωB97M-V/def2-TZVPD",
  "charge": 1,
  "orbital_gap_ev": [7.24, 7.23],
  "energy_ha": -609.75099,
  "symbols": ["S", "N", "C", "C", "C", "C", "H", "H", "H", "H", "H", "H", "H", "H"],
  "coordinates": [[-1.394, -0.648, 0.505], [1.211, -0.386, -0.165], [1.852, -1.479, -0.232], [1.813, 0.877, 0.245], [-2.403, 0.832, 0.050], [-2.900, -0.499, -0.165], [1.293, 1.345, 1.047], [2.854, 0.723, 0.477], [1.630, 1.484, -0.579], [-2.665, 1.483, 0.852], [-1.937, 1.284, -0.844], [1.380, -2.395, -0.694], [-3.649, -1.157, -0.699], [2.916, -1.464, 0.204]]
}

***

- charge of number 2 (C5H11NO2)?
  0

***

Repeat the second record exactly.
{
  "formula": "C5H11NO2",
  "method": "ωB97M-V/def2-TZVPD",
  "smiles": "C[C@H]1CCO[C@@H](N)O1",
  "charge": 0,
  "orbital_gap_ev": 10.65,
  "energy_ha": -402.34183,
  "symbols": ["O", "O", "N", "C", "C", "C", "C", "C", "H", "H", "H", "H", "H", "H", "H", "H", "H", "H", "H"],
  "coordinates": [[0.689, -0.663, -0.387], [-1.138, -0.871, 1.028], [-0.440, -2.630, -0.427], [-1.618, 0.222, 0.266], [-0.547, 1.319, 0.176], [1.877, 1.397, -0.569], [0.825, 0.623, 0.204], [-0.050, -1.531, 0.401], [-0.873, -2.290, -1.286], [0.547, -1.930, 1.243], [1.143, 0.491, 1.250], [-0.672, 1.862, -0.756], [2.839, 0.902, -0.486], [-1.106, -3.215, 0.075], [-0.625, 2.015, 1.014], [-2.515, 0.567, 0.780], [1.602, 1.441, -1.618], [-1.896, -0.115, -0.738], [1.957, 2.406, -0.170]]
}

***

- The lowest charge belongs to which entry?
  C5H11NO2